# 1
87
Properties=species:S:1:pos:R:3:forces:R:3 method="wB97M-V/def2-TZVPD" charge=+1 homo_energy_ev="-9.644 / -9.621" homo_lumo_gap_ev="4.56 / 5.13"
C -0.4718 -3.4201 0.3368 -0.780 -1.191 -1.997
C -0.3158 -3.9083 -0.9871 -0.455 0.219 0.857
C 1.0095 -3.6131 -1.4183 -0.997 -0.292 0.189
H -1.0680 -4.4396 -1.5659 0.204 0.148 0.216
C 1.6736 -2.9248 -0.3717 -0.712 0.790 2.426
C 0.7665 -2.8063 0.7279 2.887 0.372 -1.367
H 0.9864 -2.3657 1.7007 -0.073 -0.150 -0.322
H -1.3606 -3.5139 0.9629 0.307 0.002 -0.241
H 1.4451 -3.8933 -2.3744 -0.087 0.066 0.192
H 2.6979 -2.5579 -0.3879 -0.352 -0.093 0.041
Pb -0.5375 -0.2518 0.3060 0.263 -0.091 1.357
Cl 1.7214 0.7301 -0.3374 0.204 0.197 -0.405
P 0.4907 -0.3362 -4.5922 -0.518 -0.264 0.770
C 1.7554 -1.5343 -4.7667 0.740 -0.933 -0.145
C 1.7297 -2.4833 -5.8190 0.088 0.384 0.522
H 0.9090 -2.4572 -6.5379 0.277 -0.110 0.135
C 2.7566 -3.4167 -5.9138 0.086 -0.080 0.049
H 2.7460 -4.1488 -6.7236 0.027 0.239 0.258
C 3.8006 -3.4188 -4.9789 -0.231 0.281 0.101
H 4.6077 -4.1496 -5.0659 -0.286 0.244 0.022
C 3.8153 -2.4885 -3.9272 0.120 -0.201 -0.144
H 4.6289 -2.4949 -3.1994 -0.263 -0.043 -0.228
C 2.7980 -1.5536 -3.8017 -0.542 0.171 -0.514
H 2.7660 -0.8390 -2.9744 0.136 -0.217 -0.192
C -1.1832 -0.8878 -4.6496 -0.520 -0.068 -0.072
C -1.4998 -2.2339 -4.3184 0.172 0.357 -0.196
H -0.7026 -2.9214 -4.0292 -0.244 0.177 -0.099
C -2.8187 -2.6640 -4.3745 -0.058 0.139 -0.048
H -3.0552 -3.7072 -4.1543 0.069 0.367 -0.035
C -3.8414 -1.7675 -4.7183 0.285 0.059 0.008
H -4.8739 -2.1161 -4.7692 0.312 0.117 0.034
C -3.5421 -0.4263 -4.9961 -0.009 -0.113 0.060
H -4.3440 0.2705 -5.2456 0.258 -0.221 0.066
C -2.2285 0.0218 -4.9630 0.358 -0.292 0.078
H -1.9831 1.0618 -5.1809 -0.123 -0.256 0.000
C 0.8871 1.3397 -4.9074 0.247 1.155 -0.115
C 1.5492 1.7084 -6.1057 -0.344 -0.076 0.564
H 1.8140 0.9322 -6.8263 -0.036 0.328 0.118
C 1.8342 3.0506 -6.3328 0.020 0.098 0.085
H 2.3382 3.3488 -7.2539 -0.170 -0.097 0.295
C 1.4769 4.0210 -5.3856 -0.124 -0.351 0.124
H 1.6934 5.0731 -5.5785 -0.057 -0.339 0.050
C 0.8522 3.6509 -4.1852 0.106 0.092 -0.177
H 0.5823 4.4071 -3.4476 0.160 -0.195 -0.209
C 0.5755 2.3157 -3.9230 0.019 -0.510 -0.624
H 0.1392 1.9926 -2.9765 0.095 0.199 -0.223
C -1.9308 -1.4395 4.4955 0.080 -0.042 -0.044
C -0.9147 -0.4049 5.0218 -0.264 0.646 0.327
C -1.5006 0.3377 6.2282 -0.095 -0.399 0.509
C 0.3324 -1.1921 5.4474 -0.004 -0.179 0.118
P -0.4544 0.7720 3.6360 0.484 -1.828 -2.263
N -0.1699 -0.2171 2.4141 -0.520 0.556 -0.947
C -1.8682 1.9364 3.2243 0.132 0.210 0.568
C -1.9549 3.0417 4.2889 -0.430 0.337 -0.091
C -1.6880 2.6017 1.8421 0.108 -0.034 0.105
C -3.2096 1.1837 3.1829 -0.156 0.126 -0.083
C 1.1418 1.6899 4.0015 -0.332 0.208 0.614
C 1.3529 2.8327 2.9962 0.119 0.047 -0.006
C 1.1317 2.2589 5.4291 0.426 0.309 0.074
C 2.3338 0.7335 3.8203 0.016 -0.031 -0.070
H -1.9571 -2.2839 5.1985 -0.062 0.217 -0.103
H -1.6038 -1.8120 3.5172 -0.111 0.066 0.230
H -2.9424 -1.0343 4.4081 0.235 -0.158 0.035
H -1.6656 -0.4047 7.0237 -0.039 0.205 -0.072
H -0.8224 1.0979 6.6344 -0.269 -0.191 -0.122
H -2.4721 0.7970 6.0105 0.244 -0.141 0.064
H 0.8193 -1.6349 4.5703 -0.009 0.114 0.224
H 1.0494 -0.5973 6.0268 -0.193 -0.161 -0.235
H -0.0027 -2.0149 6.0950 0.098 0.181 -0.091
H -1.0970 3.7223 4.2503 -0.247 -0.150 0.046
H -2.8590 3.6304 4.0729 0.200 0.008 0.143
H -2.0612 2.6428 5.3042 0.106 0.191 -0.304
H -1.9415 1.9122 1.0213 0.000 0.185 0.222
H -2.3978 3.4401 1.7861 0.119 -0.210 -0.063
H -0.6832 2.9975 1.6761 -0.296 -0.120 -0.062
H -3.1709 0.3021 2.5285 0.051 0.166 0.212
H -3.5668 0.8878 4.1763 0.135 0.057 -0.277
H -3.9622 1.8703 2.7643 0.159 -0.137 0.104
H 0.5984 3.6226 3.0832 0.221 -0.153 -0.059
H 2.3310 3.2899 3.2136 -0.252 -0.109 -0.060
H 1.3934 2.4425 1.9692 -0.061 0.158 0.226
H 1.1465 1.4761 6.1968 0.010 0.225 -0.225
H 2.0463 2.8584 5.5564 -0.191 -0.120 0.070
H 0.2799 2.9253 5.6115 0.251 -0.199 0.029
H 2.3797 -0.0409 4.5891 0.040 0.181 -0.215
H 2.2828 0.2598 2.8328 0.064 0.085 0.222
H 3.2575 1.3289 3.8855 -0.229 -0.134 -0.014

# 2
17
Properties=species:S:1:pos:R:3:forces:R:3 method="wB97M-V/def2-TZVPD" smiles="CNC=O.C=CN" homo_energy_ev=-8.390 homo_lumo_gap_ev=9.23
C -2.3342 -0.3737 -1.4150 -0.165 0.070 0.125
C -2.0626 0.2659 -0.2775 0.342 -0.015 -0.161
N -1.4574 1.5093 -0.1491 0.069 0.001 -0.105
H -2.0593 0.0114 -2.3878 0.009 0.104 -0.007
H -2.9191 -1.2772 -1.3825 0.023 -0.159 -0.031
H -2.3283 -0.1913 0.6670 -0.149 0.043 0.091
H -1.0552 1.8744 -1.0031 -0.004 -0.071 0.115
H -0.8118 1.6003 0.6221 -0.063 0.017 -0.055
C 1.7111 -0.3199 -0.4789 -0.227 -0.075 -0.249
N 1.1673 -1.1433 0.4423 0.053 -0.034 0.371
C 0.8458 -0.6680 1.7747 -0.043 0.133 -0.259
O 2.0143 0.8354 -0.2761 0.097 0.223 0.097
H 1.8485 -0.7883 -1.4650 0.006 -0.136 0.021
H 0.8123 -2.0400 0.1658 0.063 -0.025 -0.223
H 1.4676 0.1995 1.9725 0.038 0.013 0.090
H 1.0369 -1.4355 2.5189 0.006 -0.065 0.012
H -0.1998 -0.3609 1.8230 -0.055 -0.026 0.166

# 3
68
Properties=species:S:1:pos:R:3:forces:R:3 method="wB97M-V/def2-TZVPD" charge=-1 homo_energy_ev=-5.387 homo_lumo_gap_ev=7.52
Cl 0.0113 -0.9211 -0.3414 0.201 0.076 0.089
N 3.1173 -6.0221 -3.4214 -3.062 -0.829 0.209
C 3.9103 -5.2211 -2.7774 1.441 1.212 1.066
C 3.5523 -4.1041 -2.0904 -3.240 2.739 1.359
C 2.1833 -3.7791 -1.9014 1.873 -3.313 -1.991
C 1.2643 -4.6971 -2.4464 5.836 -1.599 -1.350
C 1.7473 -5.7801 -3.2564 1.598 -0.043 0.060
H 4.9683 -5.3161 -2.6274 0.774 -1.211 -1.207
H 4.1803 -3.3011 -1.7184 0.833 -0.726 0.015
H 1.9083 -2.8791 -1.4614 -0.789 1.303 0.794
H 0.3603 -4.3501 -2.4614 -5.713 0.973 0.069
H 1.1453 -6.5581 -3.8284 0.381 1.520 0.989
C -0.7117 3.7409 1.1996 0.255 0.478 -0.539
C -0.8577 5.1929 1.2356 -5.901 -6.560 3.583
C -1.9797 5.7109 1.9586 1.949 0.440 -1.736
C -3.0107 4.8729 2.3556 0.722 -2.424 1.034
C -2.9237 3.4439 2.3446 0.671 0.452 0.492
C -1.6907 2.8849 1.8456 -0.929 0.642 -3.412
O -1.7467 1.5729 1.4686 -3.469 1.250 4.355
O -2.1087 7.0849 2.0986 -4.558 -2.456 0.360
H 0.1763 3.2559 0.5056 -2.398 1.193 2.156
H -0.0807 5.6999 1.0196 5.045 3.998 -2.020
H -3.8247 5.1089 2.9816 -0.918 1.526 0.159
H -3.8497 2.8489 2.8336 2.673 1.142 -1.511
H -1.1737 1.2359 0.8696 3.500 -1.291 -2.933
H -1.4377 7.6869 2.1246 3.435 1.382 -0.095
C -5.0287 -0.8881 0.3826 4.462 -3.709 -0.833
C -3.5817 -1.4291 0.1626 -8.129 0.191 1.411
C -3.4477 -2.7571 0.2896 3.198 0.288 0.444
C -4.4567 -3.6421 0.5486 -2.281 5.782 -0.219
C -5.7437 -3.1401 0.7286 -0.673 -3.595 0.468
C -6.0877 -1.7971 0.6006 2.997 1.985 -0.468
O -7.3687 -1.4321 0.5256 -2.939 -0.182 0.285
O -2.1627 -3.2221 0.3306 2.571 0.401 -0.574
H -4.9227 0.1399 0.2866 -1.315 1.943 -0.105
H -2.8047 -0.9141 -0.2114 2.420 2.449 -0.686
H -4.1337 -4.5521 0.6336 0.929 -5.503 0.707
H -6.4427 -4.0271 1.0066 0.440 2.258 -0.618
H -7.7057 -0.5331 0.6916 1.378 -0.503 0.017
H -1.3527 -2.5051 0.2206 -2.942 -1.641 0.080
C 2.4443 -1.3691 2.8556 -3.213 -1.236 2.835
C 2.4923 -1.0071 4.3396 1.703 -1.666 -4.508
C 3.7113 -1.0971 4.9466 0.863 1.217 -1.332
C 4.8493 -1.2191 4.1356 2.698 -1.055 -1.289
C 4.8503 -1.5801 2.7766 0.793 1.031 -1.029
C 3.5683 -1.5911 2.0916 -0.202 0.182 1.957
O 3.3863 -1.8761 0.8096 1.814 -0.976 -1.910
O 3.8693 -0.9911 6.2826 -2.555 -2.534 0.578
H 1.3683 -1.8961 2.4436 3.036 2.421 0.922
H 1.6623 -0.6221 4.8196 -1.777 0.066 1.009
H 5.9253 -1.0641 4.5136 -1.976 -0.408 0.075
H 5.9233 -1.6991 2.2346 -2.983 0.274 1.137
H 2.5923 -1.5881 0.3366 -0.479 0.317 0.971
H 4.3823 -0.3351 6.6446 2.020 2.488 0.551
C 1.9113 2.1499 -4.1944 4.220 3.465 -5.320
C 1.7523 3.6009 -4.7544 -1.857 -3.193 4.202
C 0.7003 4.3499 -4.1244 1.697 -2.575 -0.984
C -0.1777 3.7169 -3.2394 2.795 -3.406 -1.242
C -0.0217 2.3089 -2.9484 -3.594 1.706 1.576
C 0.9703 1.5099 -3.4324 2.531 -1.135 -0.330
O 1.2793 0.1649 -3.1354 -0.866 2.150 -0.643
O 0.5753 5.6419 -4.4854 -4.526 1.483 1.407
H 3.0123 1.6139 -4.7004 -3.874 1.260 1.956
H 2.4263 4.1549 -5.3794 0.449 -0.420 -0.253
H -0.9967 4.2049 -2.8664 -1.913 1.211 1.077
H -0.8697 1.8969 -2.2924 1.556 0.326 -0.946
H 0.9563 0.0649 -2.2424 -0.484 -0.966 1.050
H -0.4317 5.8439 -4.1424 3.799 -0.065 -1.423

# 4
56
Properties=species:S:1:pos:R:3:forces:R:3 method="wB97M-V/def2-TZVPD" charge=-1 homo_energy_ev=-5.815 homo_lumo_gap_ev=7.25
C 0.0351 0.1009 0.0889 0.291 -1.194 -2.322
O -0.7269 -0.3291 -1.0111 0.251 0.805 0.307
H 0.7701 0.8319 -0.1761 1.085 0.660 -0.452
H 0.5771 -0.8011 0.3679 0.308 0.296 1.284
H -0.5219 0.6159 0.8239 -0.886 0.011 1.484
O -1.8349 2.5389 1.6279 -0.716 0.023 -0.005
H -0.8879 2.4959 1.7609 0.498 0.391 0.315
H -2.2409 2.5469 2.5079 0.203 -0.137 -0.294
O -0.3599 2.7489 -1.4501 -0.030 -0.787 0.624
H -0.5849 2.2059 -0.6711 0.164 -0.202 -0.677
H -0.7899 3.5419 -1.1661 -0.334 1.206 -0.079
O -3.7979 0.5699 1.1339 -1.323 0.349 0.569
H -3.6939 -0.3691 1.2249 0.108 -0.732 -0.082
H -2.9179 0.9079 1.0529 0.731 0.608 -0.177
O 2.3831 3.3769 -0.7141 0.779 -0.446 -0.891
H 1.7571 3.0469 -0.0601 -0.376 -0.120 -0.185
H 2.2481 2.8519 -1.5381 -0.298 0.588 1.103
O -2.9069 1.1349 -1.5681 -1.717 1.688 -0.450
H -2.0399 0.7949 -1.3991 1.813 -0.682 0.225
H -2.8009 1.8999 -2.1581 0.129 -0.544 0.343
O -3.1559 -1.0971 -2.9121 -1.654 -3.323 -1.858
H -3.0529 -0.3781 -2.3631 0.276 2.689 1.820
H -2.3929 -1.1861 -3.4661 0.799 -0.141 -0.323
O 1.3041 -3.2191 0.9749 1.484 0.803 1.519
H 0.9061 -3.2921 0.1189 -0.801 -0.225 -1.564
H 1.9511 -2.4911 0.8489 -0.893 -0.802 0.155
O 0.9001 2.8659 1.8039 -0.268 -0.033 -0.534
H 1.4841 3.5429 2.0929 0.391 1.464 0.323
H 1.3801 2.0869 2.1129 -0.103 -1.147 0.078
O -0.0079 -2.8651 -1.4441 2.038 -1.172 0.191
H -0.8919 -3.1691 -1.4201 -1.562 -0.213 -0.263
H -0.0419 -1.9571 -1.1271 -0.872 1.310 -0.374
O -0.7129 -1.4891 -4.1741 1.088 -0.951 -0.307
H 0.0161 -2.1511 -4.1421 -1.085 0.297 -0.214
H -0.2849 -0.8611 -3.5711 -0.114 0.447 -0.094
O 3.1571 -0.8521 0.7159 -0.320 1.770 -1.193
H 3.7291 -0.1571 0.3409 -0.404 0.005 0.135
H 3.7571 -1.4591 1.0729 1.568 -1.623 1.175
O -0.5949 1.2939 4.4249 -0.580 1.268 0.254
H -0.3849 0.5469 4.9589 0.166 -0.921 0.436
H -0.1549 1.1459 3.5979 0.254 -0.159 -0.558
O 2.9811 -1.9991 -1.7521 -0.500 -0.520 0.849
H 3.0911 -1.5611 -0.8951 -0.753 -0.270 0.110
H 3.7341 -1.6551 -2.1801 1.528 0.338 -1.422
O 1.2271 -0.1941 -2.8691 1.535 0.487 -1.283
H 1.8861 -0.8771 -2.6821 -0.347 -0.012 0.111
H 0.6531 -0.1761 -2.1121 -1.335 0.094 1.264
O -0.3399 -1.2071 2.7079 -0.271 0.727 0.015
H -0.7369 -1.1791 1.8209 -0.495 0.428 0.235
H -0.0469 -2.1001 2.6929 0.711 -1.465 0.303
O 1.7621 0.5449 2.5299 0.389 -0.271 0.522
H 1.0771 -0.1381 2.6689 -0.443 -0.060 0.054
H 2.3191 0.1069 1.8759 0.025 0.141 -0.037
O -2.3529 -1.6371 0.5299 -2.038 -2.613 2.844
H -1.9429 -2.5061 0.4779 0.117 0.421 -0.389
H -1.8859 -0.9881 0.0649 1.789 1.455 -2.620